The following is a quantum chemistry calculation of a molecular structure, C3H3Br2F in a non-equilibrium geometry, from OMol25.

CARTESIAN COORDINATES (ANGSTROEM)
1 C 0.451 -1.158 1.206
2 C -0.548 -0.205 -0.104
3 C -0.043 0.912 -0.996
4 F 1.036 0.264 -1.588
5 Br -2.269 -0.148 0.429
6 Br 0.646 2.429 0.146
7 H -0.059 -2.085 1.545
8 H 1.546 -1.268 1.110
9 H -0.760 1.260 -1.748

Lowest unoccupied orbital energy (alpha / beta) in eV: -0.940 / -0.607
Maximum force in eV/Å: 5.32
Gap between HOMO and LUMO (alpha / beta) in eV: 8.666 / 8.078
Spin multiplicity: 1
Total energy in Ha: -5363.81812
Relative energy (zero: lowest compared OMol25 entry of this formula, charge and spin) in kJ/mol: 372.3

Charges obtained by Löwdin population analysis, quoted in units of e: 0.08, -0.74, -0.75, -0.09, 0.76, 0.62, 0.01, 0.01, 0.09